C10H13O3 | wB97M-V/def2-TZVPD

Output
2S+1   1
Total charge   -1
Energy relative to the best compared isomer or geometry (same formula, charge and spin)   1.480 eV
HOMO level   -3.78 eV
Frontier orbital gap   0.2536 Ha

CARTESIAN COORDINATES (ANGSTROEM)
C (-0.44516, -3.21232, 1.00718)
C (0.12606, -2.21851, -0.06081)
C (-0.73981, -2.35817, 2.30370)
O (-1.94272, -2.44461, 2.66656)
O (0.20334, -1.70965, 2.78534)
H (-1.38121, -3.59878, 0.62581)
H (0.30490, -3.96165, 1.25667)
H (1.13357, -2.01965, 0.30319)
H (-0.46405, -1.30433, -0.05415)
H (0.11235, -2.63334, -1.07288)
C (-0.82980, 0.97429, -2.79016)
C (1.13525, 1.48755, -1.26893)
C (-0.22209, 1.35906, -1.47747)
C (1.74069, 1.73760, -0.02954)
C (-1.02722, 1.82922, -0.42043)
C (0.86465, 2.03423, 1.01406)
C (-0.47743, 2.25666, 0.77749)
O (1.43140, 2.32793, 2.25463)
H (1.89566, 1.22728, -2.00850)
H (2.81385, 1.68697, 0.03424)
H (-0.95215, 1.87966, -3.40288)
H (-1.73983, 0.39043, -2.82077)
H (-2.09269, 1.89827, -0.60563)
H (-1.10980, 2.38994, 1.64807)
H (1.70027, 1.49716, 2.70557)
H (-0.03805, 0.48478, -3.37037)